Density functional theory data (ωB97M-V/def2-TZVPD) for C4H5N2P in the gas phase in a non-equilibrium geometry.

The geometry in XYZ format:
```
12
Properties=species:S:1:pos:R:3:forces:R:3:nbo_charge:R:1
C -0.473323 1.304545 -0.047475 0.1 0.0 0.0 0.0949
C 0.635540 0.681141 0.577952 1.7 -2.0 -0.5 -0.3241
C -1.417393 -0.644550 -0.639660 -1.3 -1.0 1.6 -0.0950
C -0.449711 -1.363575 -0.072741 -0.8 -1.7 -0.8 -0.0257
N -1.395202 0.703530 -0.657621 -0.5 2.1 -1.3 -0.4238
N 0.753352 -0.798577 0.361288 -0.1 0.4 0.7 -0.6503
P 1.883564 0.069182 -0.688361 0.7 -0.1 2.0 0.6424
H -0.398603 2.337136 -0.122370 -0.4 2.1 0.1 0.1808
H 1.185054 1.036574 1.437216 -0.6 0.3 0.3 0.2369
H -2.455602 -0.963510 -0.702838 0.4 -0.9 -0.6 0.2037
H -0.694710 -2.443781 0.073840 1.0 0.9 0.1 0.2084
H 2.827038 0.081883 0.480765 -0.2 -0.2 -1.7 -0.0481
```
Positions in Å, forces in eV/Å.

Properties
LUMO = 0.362 eV
2S+1 = 1
HOMO energy = -8.27 eV
ΔE to the lowest compared entry with this formula, charge and spin = 49.0 kcal/mol
Maximum force = 2.68 eV/A
Structure (SMILES) = C1=CN2P[C@H]2C=N1
Net charge = 0
Total energy = -606.17357 hartree